ORCA calculation (ωB97M-V/def2-TZVPD) on a 7-piece molecular cluster, C38H97N7O12 overall at a distorted geometry.

Calculated values
Spin multiplicity: 1
HOMO, eV: -7.9
Total energy, eV: -75969.1973
Energy relative to the best compared isomer or geometry (same formula, charge and spin), kcal per mole: 64.83
Total charge: 0
Kohn-Sham gap, eV: 8.38

Atoms and positions in Å:
C -0.45670 0.13738 2.18557
O -0.15895 -0.55950 0.99278
C 0.11945 0.37316 -0.05039
C 0.67465 -0.40584 -1.22309
C 1.89079 -1.28595 -0.96957
N 0.99575 0.46478 -2.36991
H -0.48373 -0.55126 3.02918
H -1.47736 0.52779 2.12371
H 0.22518 0.96832 2.37254
H -0.82139 0.82405 -0.38528
H 0.83942 1.11031 0.31578
H -0.15891 -1.07037 -1.49016
H 2.84816 -0.80151 -1.18019
H 1.88736 -2.12169 -1.67398
H 1.94209 -1.68693 0.04306
H 0.13628 0.60714 -2.90087
H 1.57442 -0.06340 -3.01561
C 2.75454 2.19247 -4.95536
O 1.47256 2.75931 -5.04079
C 0.63404 2.00791 -5.92839
C -0.69912 2.73046 -6.06023
C -0.56280 4.07866 -6.79225
N -1.28381 2.93870 -4.72964
H 3.19088 2.11042 -5.95538
H 2.77981 1.22617 -4.43784
H 3.34955 2.83615 -4.30672
H 1.08752 1.97756 -6.92682
H 0.64702 1.01661 -5.46122
H -1.40419 2.14271 -6.66000
H -0.13133 4.81330 -6.11213
H -1.52667 4.47675 -7.11038
H 0.04148 3.90285 -7.68536
H -1.74784 3.83750 -4.69318
H -0.54140 2.95064 -4.03803
C -5.24230 2.32577 1.04508
O -5.24738 3.24291 -0.01542
C -5.23390 4.59666 0.41609
C -5.09799 5.51913 -0.78521
N -5.30855 6.88600 -0.32754
C -4.89331 7.91591 -1.28476
C -5.91180 8.08256 -2.43209
O -5.67772 7.10631 -3.41232
C -6.22999 7.48480 -4.66356
H -6.24088 2.31114 1.49895
H -4.49891 2.55910 1.81296
H -5.04791 1.31111 0.69537
H -4.44231 4.68891 1.16388
H -6.22749 4.84687 0.80887
H -5.77503 5.23850 -1.59155
H -4.07782 5.46059 -1.20026
H -4.80556 7.04467 0.53676
H -3.95202 7.60661 -1.76484
H -4.66797 8.81217 -0.71050
H -5.71498 9.11154 -2.75642
H -6.91948 8.01081 -2.01851
H -7.31517 7.61651 -4.61576
H -6.05904 6.61849 -5.30335
H -5.71866 8.37338 -5.03849
C 2.85025 -6.55775 7.10972
O 3.22908 -5.36861 6.44555
C 4.58419 -4.99012 6.48402
C 4.99805 -4.48413 5.12943
N 4.77613 -5.46165 4.04082
C 4.81620 -4.78998 2.74263
C 6.10885 -4.01808 2.40922
O 6.19470 -3.51013 1.09468
C 5.04220 -2.83815 0.63103
H 1.77452 -6.67322 7.03941
H 3.22903 -6.51898 8.13533
H 3.32799 -7.43445 6.65847
H 5.29441 -5.77889 6.76886
H 4.68843 -4.21840 7.25712
H 6.05634 -4.21440 5.19588
H 4.49922 -3.52818 4.91490
H 3.78012 -5.64496 4.15924
H 3.91946 -4.24788 2.43106
H 4.89529 -5.60453 2.00696
H 6.95624 -4.70976 2.43399
H 6.29857 -3.23457 3.15847
H 4.67454 -2.12494 1.38338
H 4.24977 -3.51397 0.30952
H 5.34337 -2.15901 -0.16791
C -1.66025 -1.92940 6.09651
O -1.76494 -1.75850 7.48361
C -1.91230 -2.94689 8.25320
C -0.57967 -3.69413 8.35873
N 0.25794 -2.92795 9.32231
C 1.64824 -3.40583 9.18815
C 2.52211 -2.73470 10.28263
O 3.87796 -3.03236 10.15764
C 4.19539 -4.40206 10.35850
H -0.79116 -2.48700 5.72416
H -1.64961 -0.94812 5.63050
H -2.51286 -2.52542 5.74108
H -2.78148 -3.47462 7.85085
H -2.12273 -2.57181 9.25537
H -0.08586 -3.62181 7.38333
H -0.65885 -4.72436 8.69916
H 0.20057 -1.97299 8.97333
H 2.16998 -3.16162 8.25375
H 1.56296 -4.49169 9.23380
H 2.04604 -2.92818 11.25138
H 2.39559 -1.66741 10.09066
H 5.16125 -4.60339 9.90887
H 3.46023 -5.04460 9.86592
H 4.10368 -4.64312 11.41959
C -8.36156 4.03452 -4.29679
O -6.97873 4.20819 -4.02166
C -6.35960 2.93217 -4.01724
C -4.87892 3.17383 -3.79896
N -4.04153 1.99469 -3.68116
C -4.18548 1.41718 -2.34100
C -3.74250 -0.04740 -2.31405
O -4.47019 -0.74418 -1.29960
C -4.23960 -2.12118 -1.38098
H -8.60724 3.22984 -4.99900
H -8.86248 4.83864 -4.84967
H -8.87176 3.92382 -3.34035
H -6.47791 2.40789 -4.97760
H -6.89286 2.24443 -3.34332
H -4.57236 3.96015 -3.09868
H -4.56753 3.65988 -4.73652
H -3.11949 2.04070 -4.09553
H -5.20721 1.35129 -1.97755
H -3.51421 2.03165 -1.73140
H -2.65347 -0.15505 -2.31026
H -4.14248 -0.48961 -3.23632
H -4.84628 -2.62753 -0.62963
H -3.20499 -2.40588 -1.14057
H -4.44496 -2.52418 -2.38025
C 5.93125 0.48364 -1.04222
O 6.08642 1.19238 -2.26622
C 5.49833 0.58551 -3.39810
C 5.81675 -0.88807 -3.73590
N 4.64085 -1.71887 -3.69313
C 4.80359 -2.97855 -4.42651
C 4.18060 -3.00374 -5.85058
O 2.79323 -2.82945 -5.70049
C 2.06895 -3.23314 -6.83814
H 4.88823 0.21063 -0.85248
H 6.19144 1.24764 -0.31096
H 6.59573 -0.38069 -1.04152
H 5.69404 1.20448 -4.26976
H 4.41288 0.60137 -3.23082
H 6.63006 -1.24261 -3.09795
H 6.30853 -0.79834 -4.71678
H 3.88097 -1.35039 -4.26501
H 4.34737 -3.84750 -3.94504
H 5.83401 -3.29472 -4.61975
H 4.49235 -3.94766 -6.31227
H 4.65913 -2.25063 -6.49230
H 2.07623 -4.31910 -6.97113
H 2.39068 -2.72837 -7.75395
H 1.02198 -2.96017 -6.69291

=====

ORCA calculation (ωB97M-V/def2-TZVPD) on a 11-piece molecular cluster, C39H102N2O27S9 overall at a distorted geometry.

Calculated values
Spin multiplicity: 1
HOMO, eV: -8.3
Total energy, eV: -197866.0690
Energy relative to the best compared isomer or geometry (same formula, charge and spin), kcal per mole: 143.28
Total charge: 0
Kohn-Sham gap, eV: 8.23

Atoms and positions in Å:
C 5.91229 2.22943 2.50617
C 6.63509 1.58995 1.28452
O 7.50760 2.57645 0.75581
S 7.07728 3.83587 -0.23757
C 7.27822 5.32224 0.77551
O 8.00929 3.87639 -1.33740
O 5.63630 3.61352 -0.45092
H 6.50547 2.83029 3.19554
H 5.54129 1.40851 3.11979
H 5.01962 2.71048 2.10639
H 7.28192 0.76770 1.59050
H 5.84445 1.18972 0.64987
H 6.68442 5.08204 1.65744
H 6.76215 6.16808 0.32128
H 8.36194 5.38171 0.87593
C -5.59748 1.08255 -1.21625
C -6.53563 0.05801 -1.87605
O -6.33021 0.21048 -3.23513
S -5.44508 -0.97022 -3.92023
C -4.41917 -0.01363 -5.12677
O -4.37073 -1.50982 -3.03488
O -6.38610 -1.86306 -4.65225
H -5.78796 1.23232 -0.15352
H -5.52679 2.02161 -1.76511
H -4.55255 0.77439 -1.25131
H -6.35563 -0.93986 -1.47608
H -7.61710 0.17545 -1.80736
H -3.95696 0.72966 -4.47716
H -5.04859 0.52976 -5.83150
H -3.73429 -0.70671 -5.61530
C 0.41917 1.07989 -2.91296
C 1.58336 0.09624 -2.96563
O 1.39009 -0.76989 -4.08346
S 2.08455 -0.54598 -5.55136
C 1.09507 -1.83486 -6.45272
O 1.68518 0.75199 -6.09590
O 3.48873 -0.93168 -5.42980
H 0.40420 1.83413 -3.69974
H 0.33488 1.57270 -1.94440
H -0.51924 0.59653 -3.18472
H 2.53720 0.57508 -3.18694
H 1.61363 -0.53802 -2.07968
H 1.51539 -2.76183 -6.06267
H 1.27782 -1.68338 -7.51657
H 0.05020 -1.69493 -6.17566
C 1.79463 3.07213 5.70773
C 3.16600 3.53636 6.03468
O 4.02249 3.69455 4.89599
S 3.58227 4.92301 3.83398
C 2.51403 3.98087 2.74416
O 2.75478 5.86822 4.65935
O 4.81502 5.27575 3.13396
H 1.19010 2.80068 6.57316
H 1.84828 2.14477 5.13745
H 1.27336 3.89727 5.22244
H 3.14380 4.43080 6.65723
H 3.68262 2.82423 6.67816
H 2.56225 2.91930 2.98671
H 2.85039 4.09281 1.71342
H 1.52026 4.42458 2.80468
C -6.11028 2.00307 4.19071
C -5.22019 3.20003 4.24219
O -4.05499 2.98719 4.96968
S -2.78129 2.44219 4.08037
C -2.50801 0.79673 4.90377
O -3.16875 2.05501 2.72204
O -1.60502 3.28063 4.38858
H -6.75338 2.18983 3.33070
H -6.74363 1.78766 5.05127
H -5.51388 1.14507 3.88049
H -4.97555 3.56878 3.24605
H -5.84267 4.01370 4.61442
H -1.71930 0.35409 4.29540
H -3.37440 0.14821 5.03370
H -2.14748 1.17860 5.85891
C 3.20352 -4.48384 1.61497
C 4.07615 -4.79290 0.43822
O 3.36306 -5.57630 -0.42805
S 3.48894 -5.60974 -2.07375
C 2.55240 -4.10057 -2.44533
O 4.93584 -5.55655 -2.44584
O 2.72818 -6.80248 -2.51427
H 2.95767 -5.39266 2.16426
H 2.31270 -3.94390 1.29401
H 3.70866 -3.83802 2.33318
H 4.28646 -3.83386 -0.03520
H 5.02886 -5.26090 0.68604
H 1.50268 -4.39218 -2.47913
H 2.81949 -3.95062 -3.49140
H 2.76870 -3.23696 -1.81645
C 0.32006 -7.31411 -4.57003
C -1.21885 -7.31812 -4.30507
O -1.88336 -6.18361 -4.94833
S -1.38991 -4.73988 -4.29617
C -2.79579 -3.66578 -5.02319
O -1.46937 -4.73214 -2.85188
O -0.16040 -4.35257 -4.91757
H 0.61328 -7.51296 -5.60085
H 0.67536 -8.17529 -4.00414
H 0.86361 -6.55343 -4.00967
H -1.62375 -8.28416 -4.60659
H -1.43464 -7.25198 -3.23870
H -2.36617 -3.48880 -6.00920
H -2.95696 -2.76844 -4.42578
H -3.70713 -4.23410 -5.20911
C 8.58305 -0.67773 -1.54549
C 7.72971 -1.90759 -1.79176
O 6.78517 -1.63610 -2.70276
S 5.34496 -1.01575 -2.11223
C 5.54936 0.74318 -2.60336
O 4.22862 -1.57592 -2.92715
O 5.35547 -1.19817 -0.67815
H 8.54619 0.14418 -2.26047
H 9.63939 -0.93726 -1.47545
H 8.25047 -0.14463 -0.65482
H 8.37975 -2.73412 -2.07882
H 7.34099 -2.29173 -0.84867
H 5.92780 0.70134 -3.62470
H 6.38494 1.22242 -2.09325
H 4.54927 1.13346 -2.41472
C -1.40710 5.77717 -0.20634
C -2.92631 5.81511 -0.35154
O -3.59469 5.76594 0.89161
S -5.08782 6.47590 1.07324
C -5.99536 5.40501 -0.11986
O -5.65221 6.12304 2.36939
O -5.00896 7.93530 0.65556
H -1.23954 5.15176 0.67051
H -1.06326 6.77990 0.04743
H -0.84467 5.42391 -1.07063
H -3.12347 6.70164 -0.95427
H -3.12026 4.99563 -1.04359
H -5.59469 5.65184 -1.10303
H -7.05296 5.66823 -0.13675
H -5.81919 4.38560 0.22348
C -0.80651 -1.88933 -0.92378
C 0.05874 -1.25408 0.19073
N 0.07686 0.19081 0.25149
C 1.20801 0.73269 1.00216
C 2.59331 0.47903 0.42254
C -1.26905 0.64405 0.55746
C -1.41820 2.22193 0.48778
H -1.79904 -2.03385 -0.49707
H -0.27632 -2.83364 -1.04744
H -0.81015 -1.38649 -1.89086
H -0.30990 -1.69672 1.11608
H 1.05911 -1.61690 -0.04534
H 1.09417 1.80791 0.86412
H 0.99494 0.51023 2.04773
H 2.78381 -0.57971 0.24684
H 2.72413 1.09343 -0.46826
H 3.27991 0.91220 1.14990
H -1.73372 0.34124 1.49580
H -1.96593 0.24541 -0.17981
H -0.84139 2.42992 -0.41342
H -0.92836 2.70706 1.33206
H -2.35337 2.74645 0.29177
C -5.72481 -1.09876 1.62163
C -5.43913 -2.12943 2.71151
N -3.97305 -2.07744 3.06217
C -3.76487 -2.43416 4.44906
C -4.11601 -3.88264 4.81775
C -3.05527 -2.40498 2.04172
C -3.24472 -3.79412 1.34940
H -5.56971 -1.50765 0.62320
H -5.14252 -0.18743 1.75764
H -6.76063 -0.76005 1.59979
H -6.02081 -2.00583 3.62500
H -5.66930 -3.16948 2.48042
H -2.81630 -2.09500 4.86535
H -4.34134 -1.74135 5.06208
H -5.00520 -4.33142 4.37497
H -3.24257 -4.48288 4.56299
H -4.28224 -4.00002 5.88859
H -2.06387 -2.38619 2.49436
H -3.22962 -1.53165 1.41322
H -4.21790 -3.91332 0.87315
H -3.08658 -4.54947 2.11915
H -2.41326 -3.99849 0.67486

=====

ORCA calculation (ωB97M-V/def2-TZVPD) on a 4-piece molecular cluster, C4H19N2O3S overall at a distorted geometry.

Calculated values
Spin multiplicity: 1
HOMO, eV: -12.3
Total energy, eV: -24405.8367
Energy relative to the best compared isomer or geometry (same formula, charge and spin), kcal per mole: 63.13
Total charge: +1
Kohn-Sham gap, eV: 9.30

Atoms and positions in Å:
N -0.27022 -0.39532 1.20930
C 0.27132 -0.33215 -0.22897
C -0.84290 -0.13289 -1.40204
C -0.44741 0.85259 -2.50883
S 1.10037 0.69872 -3.21777
C 0.94912 -1.66165 -0.37996
N 2.11945 -1.52928 0.59710
H 0.29853 0.29026 1.77313
H -0.16863 -1.41700 1.73131
H -1.30435 -0.06710 1.27003
H 0.93651 0.55917 -0.36988
H -1.72096 0.34245 -0.75977
H -1.21719 -1.09741 -1.88706
H -0.60435 1.87860 -2.21583
H -1.14405 0.77551 -3.39034
H 1.76360 1.15590 -2.14558
H 0.35801 -2.53584 0.08371
H 1.28092 -1.83260 -1.47415
H 2.89648 -2.25025 0.45855
H 2.72006 -0.72443 0.44683
H 3.15171 0.74832 0.24979
H 4.12199 1.62246 -0.69614
O 3.97246 0.93441 0.03655
H -1.29803 1.51938 3.80222
H -2.59104 0.97716 3.29077
O -1.66611 1.11978 2.94938
H -4.39430 0.86967 1.03216
H -4.48228 -0.51306 0.80493
O -3.78870 0.14458 0.94051

=====

ORCA calculation (ωB97M-V/def2-TZVPD) on C18H18CrN5O8 as an isolated structure at a distorted geometry.

Calculated values
Spin multiplicity: 5
HOMO (spin up / spin down), eV: -4.9 / -5.0
Expectation value of S²: 6.0163
Total energy, eV: -71214.5108
Energy relative to the best compared isomer or geometry (same formula, charge and spin), kcal per mole: 29.38
Total charge: -1
Kohn-Sham gap (spin up / spin down), eV: 6.69 / 6.67

Atoms and positions in Å:
Cr -0.66552 0.00176 0.62447
C 1.42503 -5.24156 -2.19871
O 0.81306 -4.54617 -1.12353
C 0.95473 -3.20467 -1.01717
O 0.48234 -2.63824 -0.05845
N 1.71681 -2.61058 -1.98665
N 1.93089 -1.21348 -1.98218
H 1.26305 -6.29717 -2.00014
H 2.49672 -5.03962 -2.24508
H 0.96080 -4.99103 -3.15637
H 1.74202 -2.99841 -2.91236
H 1.01402 -0.74420 -2.07168
H 2.26047 -0.98819 -1.04820
O -5.63753 4.18461 -2.14645
C -5.43552 4.05971 -0.92831
O -5.94916 4.62478 0.05469
C -4.34606 3.00308 -0.55615
C -4.09483 2.70534 0.77842
C -3.09442 1.80820 1.09576
N -2.35323 1.20411 0.16112
C -2.61565 1.45318 -1.12877
C -3.59495 2.34689 -1.52313
C -1.74606 0.67527 -2.10715
O -1.74413 0.97385 -3.29369
O -1.04772 -0.25054 -1.55083
H -4.68288 3.19893 1.53961
H -2.86070 1.55783 2.12475
H -3.76715 2.54183 -2.57194
O -1.77257 -2.71480 3.33454
C -1.22759 -1.91785 2.59214
O -1.75969 -1.20311 1.66878
C 0.26507 -1.66906 2.72582
C 1.07137 -2.41000 3.56792
C 2.42785 -2.14941 3.61063
C 2.92414 -1.12625 2.81123
C 2.05082 -0.42231 2.00998
N 0.73959 -0.68199 1.94684
H 0.60911 -3.18585 4.16196
H 3.09096 -2.72339 4.24412
H 3.97569 -0.87387 2.80317
H 2.40996 0.38171 1.37955
C 3.43858 3.07424 -0.64767
C 1.94793 3.40736 -0.78668
C 1.11550 2.30257 -0.33872
N 0.45559 1.43310 0.01113
H 4.03499 3.92071 -0.98255
H 3.69543 2.20549 -1.25214
H 3.69326 2.86471 0.39091
H 1.69723 3.62373 -1.82578
H 1.69234 4.28878 -0.19705

=====

ORCA calculation (ωB97M-V/def2-TZVPD) on an isolated ion of composition C11H11N2 and charge +1 at a distorted geometry.

Calculated values
Spin multiplicity: 1
HOMO, eV: -12.7
Total energy, eV: -14553.8116
Energy relative to the best compared isomer or geometry (same formula, charge and spin), kcal per mole: 131.14
Total charge: +1
Kohn-Sham gap, eV: 7.48

Atoms and positions in Å:
C -4.33627 0.46799 0.78541
C -2.95411 0.09067 0.49354
C -2.01103 -0.86472 0.24612
C -1.59300 -2.22855 0.23443
C -1.61639 0.47989 0.27989
N -0.48322 1.00247 -0.04984
N 0.52087 0.36588 0.40652
C 1.76189 0.69974 -0.00720
C 2.74009 0.74056 1.00732
C 4.02702 1.02228 0.61424
C 4.29561 1.47177 -0.67966
C 3.29190 1.71124 -1.58956
C 1.99709 1.29776 -1.26375
H -5.23654 0.24863 0.08282
H -4.33848 1.62485 0.98221
H -4.49440 0.01882 1.81659
H -2.37883 -3.02730 0.07829
H -1.17377 -2.57398 1.28251
H -0.61707 -2.22949 -0.24479
H 2.46606 0.41169 2.02533
H 4.88958 0.94077 1.22569
H 5.37476 1.70072 -0.94889
H 3.50045 2.12162 -2.59366
H 1.09282 1.37574 -1.86258

=====

ORCA calculation (ωB97M-V/def2-TZVPD) on C7H8N2O as an isolated structure at a distorted geometry.

Calculated values
Spin multiplicity: 1
HOMO, eV: -9.1
Total energy, eV: -12413.3909
Energy relative to the best compared isomer or geometry (same formula, charge and spin), kcal per mole: 69.36
Total charge: 0
Kohn-Sham gap, eV: 9.74

Atoms and positions in Å:
C -3.35167 -0.25097 0.19062
C -2.04442 0.35047 -0.15941
C 0.38501 -0.07337 -0.00634
C 1.31464 -1.09795 -0.29867
C 2.64954 -0.78104 -0.33591
C 3.03404 0.63936 -0.03908
C 1.93676 1.46896 0.16046
H -3.95212 0.51564 0.47918
H -3.25866 -0.75553 1.12623
H -3.64744 -0.80593 -0.73999
H -1.24090 -1.35096 0.60311
H 0.78202 -2.21019 -0.41186
H 3.43891 -1.31997 -0.48316
H 3.93856 0.79169 0.07291
H 2.27754 2.75074 0.38897
N -0.95011 -0.47870 0.00792
N 0.68987 1.10744 0.17572
O -2.00160 1.50029 -0.73068